(1)
Below is a single C5H10O molecule, with properties calculated with ωB97M-V with the def2-TZVPD basis set.

ORCA input file:
```
! wB97M-V def2-TZVPD RIJCOSX def2/J DEFGRID3
* xyz 0 1
C -1.843 -0.440 0.571
C -0.932 -0.085 -0.612
C 0.541 0.240 -0.281
C 0.973 0.379 1.172
C 1.565 -0.062 -1.280
O 1.063 1.255 -1.164
H -1.995 0.412 1.243
H -1.451 -1.273 1.166
H -2.830 -0.740 0.201
H -1.349 0.790 -1.127
H -0.959 -0.906 -1.338
H 0.161 0.608 1.863
H 1.458 -0.544 1.497
H 1.717 1.179 1.217
H 1.293 -0.601 -2.187
H 2.588 -0.212 -0.942
*
```

* orbital gap: 11.05 eV
* SMILES: CC[C@@]1(C)CO1

Atom charges from the natural (NBO) analysis, given in e for atoms 1 to 5:
1. C -0.61
2. C -0.42
3. C 0.21
4. C -0.64
5. C -0.11

---

(2)
Below is a single C5H10O molecule, with properties calculated with ωB97M-V with the def2-TZVPD basis set.

ORCA input file:
```
! wB97M-V def2-TZVPD RIJCOSX def2/J DEFGRID3
* xyz 0 1
C -2.167 -0.903 0.285
O -1.073 -0.146 0.759
C -0.437 0.628 -0.210
C 0.630 1.572 0.227
C 0.988 0.364 -0.616
C 1.790 -0.742 0.033
H -3.057 -0.648 0.876
H -1.975 -1.980 0.384
H -2.383 -0.686 -0.770
H -1.108 0.991 -0.989
H 0.921 1.509 1.273
H 0.648 2.574 -0.192
H 1.211 0.541 -1.669
H 1.462 -1.734 -0.297
H 1.699 -0.708 1.124
H 2.851 -0.633 -0.217
*
```

* orbital gap: 10.17 eV
* SMILES: CO[C@H]1C[C@H]1C

Atom charges from the natural (NBO) analysis, given in e for atoms 1 to 5:
1. C -0.24
2. O -0.53
3. C 0.09
4. C -0.44
5. C -0.25

---

(3)
Below is a molecular structure, C5H10O, with properties calculated with ωB97M-V with the def2-TZVPD basis set.

ORCA input file:
```
! wB97M-V def2-TZVPD RIJCOSX def2/J DEFGRID3
* xyz 0 1
C -1.957 -0.796 0.325
C -0.822 -0.035 1.007
C 0.478 -0.290 0.275
C 0.670 0.405 -1.081
C 2.019 0.822 -0.490
O 1.619 0.397 0.822
H -2.025 -0.528 -0.737
H -1.790 -1.878 0.380
H -2.926 -0.581 0.785
H -1.019 1.045 1.002
H -0.723 -0.339 2.056
H 0.677 -1.373 0.229
H -0.019 1.246 -1.207
H 0.669 -0.213 -1.982
H 2.280 1.885 -0.518
H 2.867 0.232 -0.865
*
```

* orbital gap: 10.75 eV

Atom charges from the natural (NBO) analysis, given in e for atoms 1 to 5:
1. C -0.61
2. C -0.42
3. C 0.12
4. C -0.46
5. C -0.06

---

(4)
Below is a single C5H10O molecule, with properties calculated with ωB97M-V with the def2-TZVPD basis set.

ORCA input file:
```
! wB97M-V def2-TZVPD RIJCOSX def2/J DEFGRID3
* xyz 0 1
O -1.684 -0.147 0.880
C -1.101 0.221 -0.374
C -0.255 -0.971 -0.758
C 0.718 -0.847 0.631
C 1.221 0.570 0.314
C -0.045 1.314 -0.197
H -1.547 -1.108 0.926
H -1.938 0.517 -1.015
H -0.904 -1.808 -1.102
H 0.371 -0.765 -1.652
H 1.460 -1.639 0.689
H 0.298 -0.783 1.664
H 1.697 1.130 1.128
H 1.964 0.445 -0.476
H -0.416 2.066 0.499
H 0.161 1.803 -1.158
*
```

* orbital gap: 10.93 eV
* SMILES: OC1CCCC1

Atom charges from the natural (NBO) analysis, given in e for atoms 1 to 5:
1. O -0.72
2. C 0.07
3. C -0.45
4. C -0.41
5. C -0.41

---

Calculated E_LUMO in order - 0.0378, 0.0421, 0.0438, 0.0389 Ha